Here is 4 unconnected molecules or ions with the total composition C2H13NO3S at a distorted geometry from OMol25. Energies are from ωB97M-V with the def2-TZVPD basis set.

```
20
Properties=species:S:1:pos:R:3:forces:R:3
C 0.94925 -0.09772 -1.70562 -2.672 -2.571 -2.152
C 0.90621 1.29000 -2.27629 2.521 1.813 0.592
S -0.56324 2.21467 -1.98505 -0.691 1.132 0.787
N 0.73612 -0.11101 -0.31346 -0.981 1.156 2.425
H 0.04919 -0.84439 -1.94668 1.166 2.077 -1.056
H 1.73346 -0.76108 -2.16653 0.133 0.976 1.212
H 1.79178 1.96206 -1.73637 -1.696 -1.754 -1.054
H 1.08362 1.45138 -3.32033 0.507 -0.766 -0.706
H 0.15012 3.35458 -1.51348 -0.569 -0.450 -0.149
H 1.56306 0.06318 0.22229 0.509 0.335 0.353
H -0.00278 0.62944 -0.00572 1.712 -1.548 -1.080
H 0.85347 -2.77860 1.12896 3.779 -3.741 0.276
H 0.06941 -2.00723 0.23972 0.169 0.904 2.639
O 0.23294 -2.15500 1.25608 -3.754 2.607 -2.192
H -0.64422 0.65743 2.22576 0.925 -0.062 -0.529
H -1.78347 1.27719 2.72998 -0.942 0.619 0.240
O -1.02558 1.54143 2.21030 0.055 -0.655 0.317
H -2.24953 -2.37160 2.89982 0.171 -0.282 0.236
H -1.48002 -1.57065 1.86407 0.217 -0.382 -0.073
O -2.36982 -1.74409 2.19255 -0.558 0.591 -0.087
```
Positions in Å, forces in eV/Å.

energy above the lowest of the compared OMol25 structures with the same formula, charge and spin: 42.46 kcal/mol
2S+1: 2
total charge: -1
LUMO level (alpha / beta): 3.179 / 3.229 eV
electronic energy: -20749.841 eV

Atomic partial charges in e from the Löwdin method, atoms 1 to 6: -0.5372 -0.7779 0.4674 -0.1018 0.1191 0.0874